Below is one molecule with the formula C5H9NO2, with properties calculated with ωB97M-V/def2-TZVPD.

Computed properties:
Frontier orbital gap, eV: 10.7
E_LUMO, eV: 0.75
Structure (SMILES): [H]/N=C(/O)[C@H](O)CC=C
Largest force on an atom, eV/Å: 0.9
Energy relative to the best compared isomer or geometry (same formula, charge and spin), kcal per mole: 35.6

Atoms and positions in Å:
C (-0.12, -0.89, 0.24)
C (-0.89, 1.33, -0.84)
C (-0.46, -0.09, -1.03)
C (-1.12, 1.97, 0.29)
C (1.28, -0.58, 0.79)
O (1.70, 0.69, 0.69)
O (-0.25, -2.28, 0.01)
N (2.05, -1.44, 1.28)
H (0.41, -2.55, -0.64)
H (-0.86, -0.68, 1.02)
H (-1.02, 1.86, -1.78)
H (1.65, -2.37, 1.33)
H (0.39, -0.12, -1.72)
H (-1.29, -0.62, -1.53)
H (-1.44, 3.00, 0.29)
H (1.01, 1.26, 0.33)
H (-1.03, 1.51, 1.26)

Below is one molecule with the formula C5H9NO2 at a distorted geometry, with properties calculated with ωB97M-V/def2-TZVPD.

Computed properties:
Frontier orbital gap, eV: 9.6
E_LUMO, eV: 0.68
Structure (SMILES): O=C(O)[C@@H]1CCCN1
Largest force on an atom, eV/Å: 3.6
Energy relative to the best compared isomer or geometry (same formula, charge and spin), kcal per mole: 30.7

Atoms and positions in Å:
C (-0.19, 0.51, -0.77)
C (-1.76, 0.29, -1.23)
C (0.59, -0.77, -0.81)
C (1.03, -1.01, 0.66)
C (1.06, 0.39, 1.36)
H (-0.56, 1.80, 0.78)
H (0.15, 1.33, -1.44)
H (-0.10, -1.55, -1.14)
H (1.34, -0.74, -1.62)
H (0.22, -1.68, 1.11)
H (1.87, -1.70, 0.80)
H (0.80, 0.40, 2.46)
H (2.08, 0.89, 1.17)
H (-1.87, 0.26, 0.56)
N (0.00, 0.99, 0.60)
O (-2.15, 0.11, -2.33)
O (-2.49, 0.49, -0.16)

Below is a 2-piece molecular cluster, C5H9NO2 overall at a distorted geometry, with properties calculated with ωB97M-V/def2-TZVPD.

Computed properties:
Frontier orbital gap, eV: 9.9
E_LUMO, eV: 0.11
Structure (SMILES): C=CC(C)=O.NC=O
Largest force on an atom, eV/Å: 2.5
Energy relative to the best compared isomer or geometry (same formula, charge and spin), kcal per mole: 30.4

Atoms and positions in Å:
C (0.37, 1.08, -1.36)
C (0.75, -0.05, -0.44)
C (1.18, -1.30, -1.13)
C (1.82, -2.26, -0.46)
O (0.96, 0.07, 0.76)
H (1.21, -1.29, -2.21)
H (1.09, 1.90, -1.27)
H (-0.62, 1.43, -1.09)
H (0.29, 0.76, -2.40)
H (1.86, -2.22, 0.62)
H (2.42, -3.02, -0.94)
N (-1.43, 0.61, 2.13)
C (-2.30, 1.00, 1.19)
O (-2.39, 0.65, 0.01)
H (-1.54, 0.83, 3.11)
H (-0.51, 0.28, 1.83)
H (-3.16, 1.53, 1.64)

Below is a 2-piece molecular cluster, C5H9NO2 overall at a distorted geometry, with properties calculated with ωB97M-V/def2-TZVPD.

Computed properties:
Frontier orbital gap, eV: 8.7
E_LUMO, eV: 0.80
Structure (SMILES): N[C@H]1C[C@H]1O.C=C=O
Largest force on an atom, eV/Å: 3.1
Energy relative to the best compared isomer or geometry (same formula, charge and spin), kcal per mole: 96.2

Atoms and positions in Å:
C (-2.05, -0.30, 0.33)
C (-2.82, 0.72, 0.04)
O (-1.68, -1.42, 0.33)
O (-0.13, 0.70, 1.10)
H (0.23, -1.70, 0.67)
H (-0.41, 1.62, 1.21)
H (-2.47, 1.73, 0.06)
H (-3.85, 0.54, -0.19)
C (1.82, -0.58, 0.10)
C (1.14, 0.71, 0.18)
C (1.05, 0.44, -1.23)
N (1.22, -1.76, 0.43)
H (1.51, -2.60, -0.05)
H (2.91, -0.58, 0.13)
H (1.76, 1.55, 0.48)
H (0.30, -0.22, -1.64)
H (1.47, 1.15, -1.93)

Below is one molecule with the formula C5H9NO2 at a distorted geometry, with properties calculated with ωB97M-V/def2-TZVPD.

Computed properties:
Frontier orbital gap, eV: 10.4
E_LUMO, eV: 0.75
Structure (SMILES): CC(=O)N(C)CC=O
Largest force on an atom, eV/Å: 1.5
Energy relative to the best compared isomer or geometry (same formula, charge and spin), kcal per mole: 42.2

Atoms and positions in Å:
C (-0.14, 1.58, 1.53)
C (-0.75, 0.28, 1.09)
N (-0.05, -0.56, 0.15)
C (1.39, -0.67, 0.40)
C (-0.30, -0.13, -1.24)
C (-0.85, -1.31, -2.03)
O (-0.87, -1.41, -3.22)
O (-1.85, -0.07, 1.43)
H (-0.88, 2.36, 1.33)
H (0.01, 1.65, 2.60)
H (0.71, 1.87, 0.92)
H (1.88, 0.22, 0.77)
H (1.93, -1.13, -0.44)
H (1.54, -1.50, 1.07)
H (-1.09, 0.63, -1.25)
H (0.58, 0.29, -1.73)
H (-1.27, -2.09, -1.37)

Below is a 2-piece molecular cluster, C5H9NO2 overall at a distorted geometry, with properties calculated with ωB97M-V/def2-TZVPD.

Computed properties:
Frontier orbital gap, eV: 5.9
E_LUMO, eV: -2.06
Largest force on an atom, eV/Å: 5.6
Energy relative to the best compared isomer or geometry (same formula, charge and spin), kcal per mole: 312.4

Atoms and positions in Å:
C (-0.77, 0.18, -0.77)
C (-0.40, 1.48, 0.23)
C (0.47, -0.34, 1.07)
C (1.29, -1.31, 0.14)
C (0.53, -0.40, -0.64)
H (-1.68, -0.56, 0.95)
H (-2.83, -0.37, -0.72)
H (-1.20, 0.45, -1.75)
H (-1.45, 1.79, 0.51)
H (0.09, 2.42, -0.28)
H (-0.37, -0.81, 1.82)
H (0.63, -2.32, 0.34)
H (2.44, -1.11, 0.33)
H (3.10, -0.20, -1.15)
N (-1.83, -0.72, -0.23)
O (0.57, 1.01, 1.20)
O (1.41, 0.82, -1.07)

Below is one molecule with the formula C5H9NO2 at a distorted geometry, with properties calculated with ωB97M-V/def2-TZVPD.

Computed properties:
Frontier orbital gap, eV: 9.9
E_LUMO, eV: 0.65
Structure (SMILES): C=CC[C@@H](N)C(=O)O
Largest force on an atom, eV/Å: 2.3
Energy relative to the best compared isomer or geometry (same formula, charge and spin), kcal per mole: 31.3

Atoms and positions in Å:
O (-2.68, 1.05, -1.07)
C (-1.91, 0.66, -0.24)
O (-2.06, 0.98, 1.08)
C (-0.68, -0.23, -0.38)
C (0.49, 0.77, -0.30)
C (1.82, 0.12, -0.67)
C (2.46, -0.72, 0.14)
N (-0.62, -1.26, 0.63)
H (-2.93, 1.28, 1.36)
H (-0.64, -0.71, -1.35)
H (0.59, 1.38, 0.58)
H (0.38, 1.43, -1.14)
H (2.31, 0.36, -1.61)
H (2.01, -0.93, 1.10)
H (3.52, -0.97, 0.11)
H (-1.14, -1.04, 1.46)
H (-0.92, -2.17, 0.30)

Below is one molecule with the formula C5H9NO2 at a distorted geometry, with properties calculated with ωB97M-V/def2-TZVPD.

Computed properties:
Frontier orbital gap, eV: 9.3
E_LUMO, eV: 0.76
Structure (SMILES): C=C(N)CCC(=O)O
Largest force on an atom, eV/Å: 1.9
Energy relative to the best compared isomer or geometry (same formula, charge and spin), kcal per mole: 17.0

Atoms and positions in Å:
O (1.49, -0.75, 1.07)
C (0.42, -1.29, 1.20)
O (0.10, -1.87, 2.37)
C (-0.61, -1.36, 0.11)
C (-0.21, -0.45, -1.07)
C (-0.03, 0.98, -0.67)
C (-0.99, 1.79, -0.22)
N (1.23, 1.58, -1.04)
H (0.94, -1.92, 2.87)
H (-1.65, -1.23, 0.38)
H (-0.55, -2.39, -0.27)
H (0.65, -0.86, -1.59)
H (-1.07, -0.52, -1.74)
H (-0.85, 2.85, -0.06)
H (-1.98, 1.50, 0.11)
H (1.94, 1.34, -0.35)
H (1.18, 2.58, -1.11)

Below is one molecule with the formula C5H9NO2 at a distorted geometry, with properties calculated with ωB97M-V/def2-TZVPD.

Computed properties:
Frontier orbital gap, eV: 8.4
E_LUMO, eV: 0.78
Structure (SMILES): C[C@@H](/C=C\N)C(=O)O
Largest force on an atom, eV/Å: 4.8
Energy relative to the best compared isomer or geometry (same formula, charge and spin), kcal per mole: 44.1

Atoms and positions in Å:
C (0.78, 1.55, 0.19)
C (0.55, -1.71, 0.20)
C (-1.57, 0.01, -0.07)
N (1.34, 1.27, -1.01)
C (0.05, 0.73, 1.01)
C (-0.35, -0.70, 0.87)
O (-1.37, -0.28, -1.38)
O (-2.67, 0.37, 0.33)
H (-2.25, -0.14, -1.78)
H (0.92, 2.59, 0.51)
H (2.06, 1.88, -1.35)
H (1.30, 0.31, -1.33)
H (-0.28, 1.18, 1.94)
H (-0.84, -1.08, 1.77)
H (0.59, -1.63, -0.89)
H (1.58, -1.63, 0.56)
H (0.18, -2.72, 0.41)

Below is one molecule with the formula C5H9NO2 at a distorted geometry, with properties calculated with ωB97M-V/def2-TZVPD.

Computed properties:
Frontier orbital gap, eV: 8.7
E_LUMO, eV: 0.74
Structure (SMILES): CC(=C=O)[C@](C)(N)O
Largest force on an atom, eV/Å: 2.0
Energy relative to the best compared isomer or geometry (same formula, charge and spin), kcal per mole: 53.5

Atoms and positions in Å:
C (1.40, 0.83, -1.33)
C (-0.17, -1.54, 0.92)
C (0.50, 1.56, 0.92)
C (0.57, 0.70, -0.09)
C (-0.52, -0.31, 0.10)
N (-1.33, -0.58, -0.97)
O (-1.28, 0.78, 1.16)
O (0.87, 2.42, 1.65)
H (-1.56, 0.39, 2.00)
H (-1.54, 0.20, -1.58)
H (-1.59, -1.53, -1.19)
H (2.09, 1.66, -1.21)
H (1.99, -0.08, -1.52)
H (0.80, 1.03, -2.22)
H (0.53, -2.16, 0.35)
H (0.31, -1.24, 1.85)
H (-1.06, -2.14, 1.14)